# 1
This record from the Open Molecules 2025 dataset describes a molecular structure, C20H36B2F14NO16S2Zr2 at a distorted geometry. The level of theory is ωB97M-V with the def2-TZVPD basis set.

Last column: Mulliken charge in e.
CARTESIAN COORDINATES (ANGSTROEM)
C  -2.031  0.833  1.191  -0.52
C  -2.871  0.530  2.635  -0.21
C  -2.223  -1.489  -2.947  0.35
C  2.582  -0.603  1.369  -0.83
H  4.012  -0.657  -4.716  0.48
O  4.245  0.925  -3.438  -0.37
C  4.072  1.304  -2.134  0.38
H  -2.714  1.262  0.457  0.44
H  -1.034  -0.428  5.427  0.29
H  -3.431  -5.456  0.468  0.45
F  3.356  3.298  1.432  -0.28
H  -2.868  -2.737  -4.605  0.35
C  -5.914  -2.228  0.102  0.84
H  -2.602  -1.056  -2.022  0.02
H  -1.796  -0.076  0.637  -0.08
O  -0.752  1.568  1.290  0.97
O  1.153  -0.266  5.204  -0.24
S  1.841  4.561  -1.160  0.59
C  2.290  0.807  -5.028  -1.04
H  -1.645  -0.668  -3.371  0.18
H  -0.945  -4.638  0.541  0.41
F  -6.984  -2.068  0.865  -0.27
H  -2.771  -4.987  -1.004  0.30
F  4.663  2.923  -0.567  -0.11
H  -3.838  -1.395  -4.384  0.40
H  -0.240  2.474  -1.648  -0.37
O  2.996  1.172  -1.565  -1.28
H  -1.890  -3.822  1.703  0.37
O  0.972  -0.970  -0.562  -0.39
F  0.758  -4.648  -3.913  -0.26
O  -5.046  -3.723  1.755  -0.53
H  3.567  -0.649  0.905  0.28
H  2.746  -0.995  2.372  0.44
O  1.021  3.593  2.281  -0.43
H  0.115  -1.566  6.245  0.32
H  -0.768  0.893  -1.655  -0.32
Zr  -1.101  3.130  3.146  1.09
O  2.265  5.443  1.316  -0.46
H  -1.182  5.086  2.432  0.06
O  3.214  5.006  -1.096  -0.49
O  -3.962  -3.540  -0.280  -0.19
F  -5.351  -1.054  0.056  -0.21
H  -2.398  4.016  2.072  0.34
H  -3.933  0.381  2.437  0.40
O  0.368  1.646  4.137  -0.37
F  3.623  0.705  5.221  -0.24
F  1.840  3.740  -2.526  -0.15
C  2.663  1.621  4.991  0.70
C  -0.025  -1.976  4.133  -0.78
C  -2.991  -4.584  -0.016  -0.58
C  0.846  -3.656  -3.080  0.80
H  0.804  1.289  -2.368  -0.24
H  0.897  -2.491  3.865  0.42
H  -0.442  -1.480  3.257  -0.08
C  1.264  0.979  4.729  0.29
H  2.787  -0.568  -3.458  -0.20
O  -1.272  -2.573  -2.696  0.01
C  -3.267  -2.118  -3.802  -1.39
C  3.357  0.025  -4.173  0.18
C  -4.869  -3.252  0.669  0.34
S  1.916  4.027  1.225  0.59
C  1.669  -1.606  0.483  -0.22
H  -0.636  -2.859  4.319  0.53
H  -3.932  -2.720  -3.183  0.27
H  2.245  -2.495  0.229  0.47
H  2.199  1.863  -4.774  0.28
C  -0.108  -0.998  5.342  -0.36
O  2.138  0.790  1.452  -0.27
B  -0.226  1.594  -2.272  2.66
B  -1.649  4.616  1.580  0.31
F  -6.284  -2.473  -1.119  -0.24
F  5.860  2.971  -2.474  -0.23
Zr  0.836  1.223  -0.349  -0.10
C  -0.237  -2.733  -3.594  0.26
F  2.673  2.404  6.043  -0.24
N  1.455  3.200  -0.290  0.23
O  0.776  5.527  -1.334  -0.56
H  -0.996  3.871  1.152  -0.50
H  2.813  0.867  -5.982  0.44
H  -0.673  1.754  -3.241  -0.16
C  -1.760  -3.919  0.625  -0.73
H  -1.977  5.351  0.862  -0.03
H  -2.543  -0.428  3.038  0.19
F  2.009  -3.036  -3.206  -0.21
O  -0.178  -2.237  -4.796  -0.59
H  1.351  0.258  -5.098  0.21
F  0.741  -4.170  -1.843  -0.20
H  -1.536  -3.011  0.064  0.05
F  3.221  2.331  3.950  -0.08
C  5.266  2.177  -1.556  0.86
H  0.837  -1.906  1.120  -0.14
F  6.188  1.368  -1.011  -0.25
O  -2.619  1.606  3.509  -0.83

## Properties
Multiplicity: 1
LUMO level: -5.938 eV
Orbital gap: 5.6 eV
Charge: +1
Relative energy (zero: lowest compared OMol25 entry of this formula, charge and spin): 84.9 kcal per mole

***

# 2
This record from the Open Molecules 2025 dataset describes a molecular structure, C20H36BNO40S8 at a distorted geometry. The level of theory is ωB97M-V with the def2-TZVPD basis set.

Last column: Mulliken charge in e.
CARTESIAN COORDINATES (ANGSTROEM)
H  -1.371  6.219  -1.407  0.34
H  -1.223  2.774  -5.454  0.25
H  -0.165  2.898  -6.877  0.44
H  -0.648  4.088  -1.437  -0.07
O  -0.317  4.147  -3.515  -0.14
O  -3.066  1.614  -6.796  -0.56
O  1.872  -1.306  6.181  -0.12
S  3.561  -1.420  6.324  0.97
C  0.011  0.964  -3.233  1.14
C  -1.174  4.221  -2.383  0.14
O  -0.255  1.522  -2.076  -0.66
H  0.816  -0.486  4.578  -0.15
O  4.007  -2.575  7.140  -0.47
H  2.808  -4.097  -4.788  0.27
O  -3.145  0.126  6.559  -0.41
O  3.857  -1.800  4.729  -0.26
C  -2.344  -0.108  4.387  0.57
C  0.628  -3.961  -4.481  0.18
C  -0.799  -0.373  -3.215  0.16
C  3.031  1.105  -1.360  0.06
S  -2.850  0.206  -6.423  1.17
H  -4.893  -0.969  -3.988  0.34
H  2.000  -4.791  -6.031  0.33
C  -0.644  -3.680  1.271  0.36
H  2.213  5.671  6.031  0.31
H  0.098  -3.766  -5.413  0.32
S  -2.329  -1.362  6.615  1.05
O  0.303  -0.337  2.047  0.15
B  -0.815  0.552  -1.084  1.27
H  -0.031  -2.850  1.623  -0.27
H  3.477  -0.827  -2.266  0.33
C  -0.236  0.166  1.031  0.26
H  0.399  2.494  -5.450  0.24
H  2.895  -0.302  3.580  -0.13
C  -4.151  -1.174  -4.760  -0.32
O  -1.116  -1.369  7.468  -0.55
O  0.205  -0.005  -0.157  -0.49
H  0.842  -3.044  -3.931  -0.12
O  -1.993  1.668  1.963  -0.66
S  0.215  5.660  -4.050  1.23
O  3.495  2.390  3.992  -0.58
S  4.841  0.309  0.273  0.76
H  1.932  3.576  7.642  0.40
S  -2.943  -4.153  2.412  1.02
O  3.683  -0.784  -0.304  -0.25
C  3.012  -0.399  -1.378  0.31
C  2.402  3.489  6.662  -0.44
O  -3.455  -0.014  -4.959  -0.16
O  4.545  0.710  1.665  -0.31
O  -1.485  -0.317  -6.581  -0.46
H  -2.065  1.559  5.778  0.26
C  1.916  -4.703  -4.948  -0.35
N  -0.345  3.017  -5.890  0.03
O  -1.301  -4.274  2.329  -0.41
H  0.140  -4.332  0.885  0.37
C  1.435  -1.352  4.811  0.32
O  4.138  -0.143  6.585  -0.37
H  -3.718  1.418  5.089  0.30
O  -1.232  -0.524  -1.994  -0.71
O  -0.844  -1.222  -4.141  -0.63
O  -3.280  -3.293  3.527  -0.37
H  0.877  -2.219  4.458  0.45
H  -3.598  -2.040  -4.397  0.20
H  -1.617  -2.534  -0.336  -0.43
H  2.659  -1.854  3.005  0.34
O  0.178  5.793  -5.483  -0.67
C  -1.664  5.649  -2.288  -0.45
C  2.737  -1.315  3.949  0.31
H  -5.877  -0.911  -6.050  0.27
O  0.796  1.405  -4.120  -1.02
C  -1.714  -3.442  0.259  0.46
C  -2.824  0.875  5.398  -0.26
C  -1.391  1.128  0.999  0.42
O  1.858  4.178  4.617  -0.37
O  1.490  -4.923  -1.834  -0.46
O  -1.760  -1.213  5.092  -0.24
O  4.379  1.393  -0.915  -0.41
H  -0.124  3.968  -5.632  0.15
O  -1.084  6.398  -3.377  -0.39
S  2.097  2.575  4.443  1.07
H  -3.150  -0.435  3.731  0.22
C  -4.951  -1.485  -6.026  -0.29
H  2.279  1.586  -0.734  0.17
H  3.456  3.309  6.874  0.25
H  -1.989  3.497  -2.381  0.29
S  1.070  -5.851  -2.904  1.01
O  -4.103  -0.867  -7.011  -0.46
O  1.394  6.071  -3.290  -0.55
H  3.550  4.835  5.351  0.30
H  2.835  1.520  -2.349  0.20
H  -2.752  5.628  -2.228  0.32
O  -3.388  -5.570  2.405  -0.55
O  -3.144  -2.550  6.666  -0.51
O  0.531  -7.212  -2.591  -0.53
O  6.157  -0.307  0.023  -0.55
O  2.072  -5.891  -4.116  -0.30
H  -1.797  -4.204  -0.516  0.26
H  -5.334  -2.503  -6.097  0.34
O  1.904  2.316  6.021  -0.17
O  -3.011  -3.378  0.875  -0.38
O  -0.035  -4.918  -3.684  -0.33
O  -1.777  1.227  -0.220  -0.48
H  -1.398  0.152  3.911  -0.42
O  1.021  1.908  3.724  -0.41
C  2.553  4.671  5.761  -0.42
H  2.045  -0.903  -1.390  -0.20

## Properties
Multiplicity: 2
LUMO level (spin up / spin down): -3.157 / -9.463 eV
Orbital gap (spin up / spin down): 9.5 / 3.2 eV
Charge: +1
<S²>: 0.756

***

# 3
This record from the Open Molecules 2025 dataset describes a molecular structure, C20H36CoF5N3OPSeSi2. The level of theory is ωB97M-V with the def2-TZVPD basis set.

Last column: Mulliken charge in e.
CARTESIAN COORDINATES (ANGSTROEM)
H  -1.501  3.005  2.719  0.41
H  -4.646  3.615  0.199  0.39
C  -3.987  2.944  -0.356  -1.05
H  -3.349  1.143  -2.999  0.33
N  4.201  0.150  -1.759  0.24
H  3.396  -1.498  -0.747  0.45
H  0.389  0.346  -2.853  0.15
N  2.425  0.408  -3.380  0.22
H  -3.462  3.540  -1.106  0.31
C  1.335  -0.113  -2.554  -1.05
H  3.277  2.175  -4.057  0.34
H  -4.544  0.526  1.736  0.34
C  -1.655  0.964  -0.185  0.50
F  3.336  -4.037  1.958  -0.27
C  3.710  -0.224  -3.085  -0.96
H  -2.365  4.266  1.906  0.45
H  3.602  -1.306  -3.140  0.37
H  -4.034  -1.339  0.414  0.29
H  1.582  2.311  -3.509  0.39
H  -4.261  1.929  2.753  0.46
C  0.293  -5.385  3.400  0.24
H  -4.433  -1.808  -1.234  0.40
H  3.222  3.289  -1.994  0.36
H  -0.291  -1.780  -1.042  -0.25
C  -4.085  -0.978  -0.615  -1.07
F  -0.125  -6.476  4.005  -0.24
H  1.695  0.040  3.554  0.22
H  2.426  2.363  0.067  0.41
H  -4.623  2.231  -0.886  0.32
C  2.073  -4.126  2.347  -0.18
P  1.638  0.198  -0.755  1.86
F  -1.826  -4.451  3.550  -0.27
C  -2.697  0.267  -3.007  -1.21
H  -4.846  -0.196  -0.659  0.29
C  0.956  0.829  3.663  -0.71
F  2.452  -6.264  3.208  -0.24
C  -1.332  -1.939  -1.347  -0.59
H  -0.877  3.694  1.180  0.43
Se  -1.376  -1.821  2.168  -0.09
H  4.439  0.089  -3.834  0.32
H  1.376  1.640  4.254  0.37
H  0.062  0.441  4.151  0.26
H  -1.733  -2.722  -0.698  0.38
Si  -2.445  -0.379  -1.270  0.11
Co  -0.279  0.067  0.897  0.74
C  2.029  2.009  -0.886  -1.27
H  3.828  -0.150  0.289  0.46
H  5.076  1.911  -2.420  0.36
C  -0.148  -3.161  2.513  0.07
H  0.076  2.088  2.389  0.12
C  1.197  -3.094  2.129  -0.08
H  -3.142  0.579  2.807  0.27
H  1.124  2.573  -1.116  0.57
Si  -2.808  2.072  0.798  0.15
H  -1.315  -2.354  -2.358  0.46
H  1.235  -1.186  -2.721  0.54
C  -0.573  -4.334  3.161  0.32
F  1.659  -1.985  1.527  -0.06
H  -1.772  0.555  -3.515  0.37
H  -1.172  1.669  -0.887  -0.02
N  3.043  2.284  -1.955  0.07
H  4.698  1.863  -0.675  0.38
C  -1.773  3.367  1.718  -1.51
C  3.391  -0.410  -0.677  -1.31
C  2.539  1.820  -3.338  -0.76
C  1.619  -5.280  2.990  0.57
H  -3.177  -0.496  -3.624  0.38
O  0.644  1.302  2.329  -0.57
C  4.372  1.555  -1.668  -0.76
C  -3.766  1.176  2.133  -0.96

## Properties
Multiplicity: 5
LUMO level (spin up / spin down): -5.195 / -8.406 eV
Orbital gap (spin up / spin down): 8.4 / 6.0 eV
Charge: +2
Relative energy (zero: lowest compared OMol25 entry of this formula, charge and spin): 0.0 kcal per mole
<S²>: 6.029

***

no.,M (g/mol)
1,1080.68
2,1197.82
3,654.56